Below is C45H35ClIrO4P2S3 as an isolated structure, with properties calculated with ωB97M-V/def2-TZVPD.

Geometry as XYZ:
```
91
Properties=species:S:1:pos:R:3
Ir 0.668 -0.029 -0.925
O 1.965 -0.304 3.432
S 1.110 -0.052 2.250
C -0.501 -0.729 2.683
C -0.934 -0.585 3.990
C -2.135 -1.156 4.379
C -2.877 -1.888 3.463
C -2.424 -2.051 2.163
C -1.227 -1.459 1.750
P -0.583 -1.695 0.065
C 0.571 -3.093 0.217
C 0.887 -3.649 1.449
C 1.834 -4.664 1.534
C 2.457 -5.128 0.387
C 2.139 -4.576 -0.849
C 1.209 -3.558 -0.934
C -2.012 -2.377 -0.839
C -3.178 -1.622 -0.964
C -4.277 -2.113 -1.648
C -4.229 -3.376 -2.223
C -3.080 -4.142 -2.091
C -1.978 -3.652 -1.405
C 0.580 1.667 2.374
C 0.955 2.292 3.551
C 0.596 3.611 3.784
C -0.130 4.301 2.827
C -0.466 3.681 1.634
C -0.111 2.355 1.377
P -0.595 1.718 -0.276
C -2.396 1.583 -0.166
C -3.198 1.611 -1.310
C -4.574 1.481 -1.201
C -5.161 1.303 0.044
C -4.371 1.255 1.183
C -2.995 1.400 1.084
C -0.265 3.170 -1.328
C 1.077 3.432 -1.609
C 1.434 4.562 -2.328
C 0.461 5.448 -2.768
C -0.872 5.209 -2.465
C -1.234 4.082 -1.743
H -0.314 -0.048 4.697
H -2.481 -1.044 5.398
H -3.808 -2.350 3.765
H -2.999 -2.647 1.471
H 0.406 -3.297 2.352
H 2.083 -5.085 2.498
H 3.191 -5.919 0.452
H 2.630 -4.931 -1.745
H 0.990 -3.111 -1.899
H -3.249 -0.653 -0.491
H -5.172 -1.509 -1.722
H -5.084 -3.764 -2.759
H -3.036 -5.135 -2.518
H -1.105 -4.281 -1.309
H 1.536 1.726 4.268
H 0.889 4.097 4.705
H -0.420 5.329 2.995
H -1.005 4.248 0.886
H -2.749 1.714 -2.286
H -5.188 1.517 -2.091
H -6.235 1.202 0.125
H -4.824 1.111 2.155
H -2.392 1.379 1.982
H 1.850 2.768 -1.252
H 2.478 4.749 -2.540
H 0.741 6.327 -3.332
H -1.636 5.906 -2.783
H -2.276 3.944 -1.490
C -0.624 0.216 -5.747
O 0.627 0.407 -5.062
C 0.661 0.309 -3.763
S -0.673 -0.151 -2.804
S 2.056 0.590 -2.916
H -0.473 0.625 -6.739
H -1.419 0.758 -5.233
H -0.858 -0.846 -5.803
Cl 8.782 -0.954 1.829
C 7.157 -0.711 1.285
C 6.429 -1.797 0.817
C 5.131 -1.599 0.385
C 4.571 -0.326 0.422
C 5.310 0.752 0.896
C 6.610 0.563 1.329
C 3.176 -0.129 -0.019
O 2.619 0.998 -0.013
O 2.484 -1.128 -0.395
H 6.882 -2.778 0.799
H 4.538 -2.429 0.022
H 4.856 1.733 0.926
H 7.200 1.388 1.702
```

## Properties
- multiplicity = 1
- net charge = +1
- energy relative to the best compared isomer or geometry (same formula, charge and spin) (kcal per mole) = 51.3
- lowest unoccupied orbital energy (Ha) = -0.1191
- orbital gap (eV) = 7.5415

=====

Below is C45H36BrNOsPS as an isolated structure, with properties calculated with ωB97M-V/def2-TZVPD.

Geometry as XYZ:
```
86
Properties=species:S:1:pos:R:3
Os 0.082 0.736 -0.362
Br 2.792 -1.768 1.201
C 3.453 -0.003 1.436
C 4.354 0.184 2.443
C 5.165 1.335 2.445
C 5.170 2.147 1.351
C 4.266 1.934 0.282
C 4.443 2.600 -0.956
C 3.652 2.287 -2.015
C 2.478 1.535 -1.786
C 2.181 0.955 -0.572
C 3.241 0.955 0.404
H 4.499 -0.585 3.189
H 5.861 1.497 3.257
H 5.901 2.941 1.259
H 5.256 3.307 -1.053
H 3.829 2.722 -2.989
H 1.740 1.541 -2.581
C -1.513 -4.238 -4.819
C -2.197 -3.555 -3.626
C -3.682 -3.945 -3.590
C -1.539 -4.051 -2.338
C -2.087 -2.043 -3.790
C -2.652 -1.422 -4.922
C -2.593 -0.063 -5.131
C -1.945 0.721 -4.182
S -1.692 2.448 -4.142
C -0.853 2.294 -2.661
N -0.765 1.052 -2.209
C -1.377 0.131 -3.058
C -1.448 -1.248 -2.856
C -0.233 3.291 -1.838
C -0.154 4.658 -2.124
C 0.493 5.492 -1.240
C 1.058 4.953 -0.081
C 0.978 3.600 0.199
C 0.328 2.732 -0.675
H -1.593 -5.322 -4.725
H -0.455 -3.975 -4.860
H -1.971 -3.953 -5.765
H -3.780 -5.024 -3.464
H -4.194 -3.670 -4.512
H -4.192 -3.456 -2.759
H -1.646 -5.135 -2.289
H -2.018 -3.631 -1.451
H -0.472 -3.822 -2.308
H -3.156 -2.030 -5.660
H -3.040 0.378 -6.011
H -1.003 -1.673 -1.966
H -0.597 5.051 -3.031
H 0.566 6.550 -1.442
H 1.576 5.606 0.610
H 1.449 3.214 1.094
C -1.464 -4.736 2.423
C -0.871 -4.329 1.237
C -0.393 -3.034 1.110
C -0.507 -2.139 2.171
C -1.118 -2.549 3.356
C -1.590 -3.846 3.481
P -0.041 -0.409 1.948
C 0.836 0.187 3.421
C 1.447 -0.659 4.337
C 2.148 -0.124 5.410
C 2.241 1.249 5.569
C 1.624 2.097 4.657
C 0.925 1.568 3.588
C -1.562 0.547 1.921
C -2.720 0.587 2.689
C -3.622 1.604 2.445
C -3.362 2.567 1.465
C -2.213 2.522 0.698
C -1.310 1.464 0.896
H -1.829 -5.749 2.524
H -0.773 -5.021 0.412
H 0.083 -2.720 0.187
H -1.219 -1.857 4.184
H -2.057 -4.163 4.404
H 1.403 -1.732 4.210
H 2.625 -0.787 6.120
H 2.789 1.661 6.406
H 1.688 3.170 4.781
H 0.435 2.231 2.885
H -2.909 -0.150 3.459
H -4.533 1.668 3.026
H -4.077 3.363 1.302
H -2.041 3.281 -0.053
```

## Properties
- multiplicity = 1
- net charge = +1
- energy relative to the best compared isomer or geometry (same formula, charge and spin) (kcal per mole) = 43.9
- lowest unoccupied orbital energy (Ha) = -0.1428
- orbital gap (eV) = 6.3179

=====

Below is C45H36Cl6MoNO3P2 as an isolated structure, with properties calculated with ωB97M-V/def2-TZVPD.

Geometry as XYZ:
```
94
Properties=species:S:1:pos:R:3
Mo -0.660 0.573 -0.516
Cl 0.306 4.261 -0.742
C -1.230 3.794 -0.077
C -1.500 2.447 0.143
C -2.717 2.165 0.739
Cl -3.024 0.462 1.041
C -3.688 3.104 1.041
Cl -5.200 2.632 1.692
C -3.401 4.440 0.763
Cl -4.574 5.641 1.080
C -2.160 4.790 0.218
Cl -1.810 6.441 -0.098
C 2.461 -2.124 0.907
N 1.835 -1.413 -0.219
P 1.889 0.300 -0.301
C 3.111 0.640 -1.604
C 3.354 1.971 -1.954
C 4.362 2.281 -2.848
C 5.154 1.269 -3.379
C 4.941 -0.048 -3.007
C 3.920 -0.365 -2.119
C 2.765 1.157 1.046
C 4.111 0.882 1.293
C 4.813 1.625 2.227
C 4.196 2.687 2.877
C 2.875 3.001 2.593
C 2.156 2.232 1.690
P 0.195 -1.788 -0.681
C -0.305 -3.213 0.292
C 0.254 -4.465 0.028
C -0.135 -5.556 0.784
C -1.088 -5.404 1.788
C -1.654 -4.164 2.039
C -1.259 -3.063 1.291
C 0.167 -2.381 -2.398
C 1.130 -2.038 -3.338
C 0.973 -2.414 -4.665
C -0.153 -3.121 -5.059
C -1.125 -3.455 -4.124
C -0.969 -3.089 -2.797
H 3.391 -1.631 1.176
H 2.690 -3.147 0.614
H 1.807 -2.136 1.780
H 2.761 2.765 -1.515
H 4.538 3.312 -3.124
H 5.946 1.512 -4.075
H 5.571 -0.834 -3.403
H 3.760 -1.393 -1.820
H 4.625 0.104 0.742
H 5.850 1.393 2.428
H 4.752 3.279 3.592
H 2.399 3.844 3.076
H 1.123 2.475 1.481
H 0.974 -4.584 -0.772
H 0.294 -6.529 0.586
H -1.395 -6.264 2.369
H -2.401 -4.053 2.813
H -1.689 -2.087 1.482
H 2.002 -1.473 -3.048
H 1.731 -2.148 -5.389
H -0.276 -3.410 -6.094
H -2.008 -4.001 -4.426
H -1.741 -3.338 -2.081
C -0.277 -1.727 4.385
C 0.354 -0.374 4.034
C 1.854 -0.394 4.363
C -0.338 0.746 4.823
C 0.165 -0.107 2.595
C -0.049 0.165 1.431
H -0.226 -1.883 5.464
H 0.249 -2.548 3.894
H -1.325 -1.759 4.085
H 1.986 -0.590 5.429
H 2.323 0.561 4.125
H 2.369 -1.177 3.807
H -0.189 0.586 5.892
H -1.409 0.761 4.620
H 0.078 1.720 4.558
Cl -7.528 3.947 -2.480
C -6.292 2.744 -2.350
C -6.651 1.415 -2.170
C -5.660 0.459 -2.049
C -4.320 0.829 -2.107
C -3.976 2.164 -2.307
C -4.961 3.128 -2.429
C -3.298 -0.221 -1.882
O -3.510 -1.391 -1.752
O -2.025 0.274 -1.790
H -7.696 1.144 -2.118
H -5.912 -0.581 -1.893
H -2.936 2.455 -2.366
H -4.708 4.168 -2.581
O 0.678 1.764 -3.110
C 0.212 1.368 -2.161
```

## Properties
- multiplicity = 1
- net charge = +1
- lowest unoccupied orbital energy (alpha / beta) (Ha) = -0.1603 / -0.1602
- orbital gap (alpha / beta) (eV) = 6.8668 / 6.8685

=====

Record order is preserved below.
F_max: 0.651 0.966 1.061 eV/Å